Record 1
Computed, not measured: a molecular structure, C4H5FINO in a non-equilibrium geometry, with the ωB97M-V functional and the def2-TZVPD basis.

Cartesian coordinates (Å):
I 2.82 1.07 0.03
F 0.14 -2.37 -0.90
O 1.70 -2.26 0.75
N -0.21 1.04 1.50
C 0.94 -1.77 0.00
C -0.33 0.58 0.34
C 0.91 0.20 -0.44
C -1.70 0.57 -0.32
H -2.30 0.46 0.53
H 0.74 1.23 1.88
H 0.73 0.16 -1.45
H -1.75 -0.36 -0.95
H -1.69 1.45 -0.97

Calculated values
Spin multiplicity = 1
M = 228.99 g/mol

=====

Record 2
Computed, not measured: 7 unconnected molecules or ions with the total composition C22H49BN8O7S2 in a non-equilibrium geometry, with the ωB97M-V functional and the def2-TZVPD basis.

Cartesian coordinates (Å):
S 6.36 3.17 -1.67
S 2.60 6.19 -2.71
O 1.38 -4.64 2.59
O 0.37 -3.48 -2.48
O 3.69 1.01 -5.37
O 0.79 4.19 -2.44
O -3.45 -5.39 -5.13
O -3.14 3.94 6.93
O 1.42 6.99 2.98
N 2.67 -0.60 -4.19
N -1.49 3.43 8.36
N -0.41 6.70 4.25
N -1.45 -3.70 -1.20
N 1.81 -4.87 0.40
N 0.77 3.85 -0.31
N 1.64 4.88 -0.58
N -5.29 -5.62 -3.87
C 5.10 5.74 -1.45
C -2.75 -4.22 -0.81
C 2.62 -5.07 -0.79
C -6.59 -6.15 -3.50
C 2.24 1.74 -3.61
C -0.72 -4.02 -2.30
C 1.80 -1.15 -3.16
C 0.34 6.44 3.14
C 3.67 -5.00 1.99
C 2.20 -4.82 1.70
C 2.93 0.70 -4.47
C -4.53 -5.93 -4.95
C 3.84 6.64 -1.48
C -2.88 1.62 7.45
C -5.08 -6.95 -5.91
C -0.65 2.55 9.16
C -2.53 3.09 7.55
C -1.71 6.16 4.61
C -0.23 5.46 2.14
C 1.63 5.04 -1.85
C -1.29 -5.03 -3.25
C 0.29 3.47 -1.41
B 4.86 4.19 -1.62
H 5.78 6.09 -2.22
H 3.67 -5.19 -0.55
H 3.81 3.66 -1.70
H 4.01 -5.98 1.64
H 1.34 -0.37 -2.58
H 3.16 -1.24 -4.80
H 3.39 6.74 -0.49
H 1.04 -1.76 -3.63
H -6.03 -6.60 -6.34
H -5.23 -7.91 -5.41
H -7.31 -5.33 -3.44
H -0.94 1.52 9.05
H -1.02 -3.01 -0.61
H 2.39 -1.79 -2.50
H -2.07 5.46 3.86
H 4.15 7.65 -1.75
H 3.83 -4.94 3.06
H -1.18 5.84 1.74
H 0.02 7.36 4.88
H -4.86 -4.93 -3.27
H -0.73 2.84 10.21
H -1.31 4.42 8.38
H 5.57 5.88 -0.47
H -3.16 1.23 8.42
H -0.41 2.68 -1.60
H -0.38 4.49 2.60
H 0.47 5.36 1.32
H 0.81 -4.74 0.28
H -2.42 6.97 4.71
H -4.37 -7.09 -6.72
H 2.26 -5.96 -1.31
H -2.03 1.05 7.05
H 4.25 -4.21 1.51
H 2.54 2.73 -3.94
H -1.63 5.64 5.56
H 1.16 1.65 -3.71
H -6.52 -6.62 -2.52
H -3.11 -4.95 -1.53
H -3.72 1.51 6.77
H -0.60 -5.18 -4.07
H -2.67 -4.70 0.17
H 5.88 2.05 -2.24
H 2.50 -4.20 -1.44
H -2.24 -4.68 -3.66
H -6.93 -6.88 -4.22
H -3.47 -3.41 -0.74
H 0.39 2.66 8.84
H -1.44 -5.99 -2.74
H 2.53 1.62 -2.56

Calculated values
Spin multiplicity = 1
Structure (SMILES) = SBCCSc1nnco1.CNC(C)=O.CNC(C)=O.CNC(C)=O.CNC(C)=O.CNC(C)=O.CNC(C)=O
M = 612.63 g/mol

=====

Record 3
Computed, not measured: 9 unconnected molecules or ions with the total composition C54H135N9O18 in a non-equilibrium geometry, with the ωB97M-V functional and the def2-TZVPD basis.

Cartesian coordinates (Å):
O 8.78 1.31 14.47
O -5.64 0.64 -8.20
O -3.91 4.79 2.02
O 1.75 -5.71 -5.02
O -3.86 -1.53 7.02
O 0.23 -0.51 0.35
O -0.69 -5.60 2.18
O 1.93 7.44 2.44
O 3.87 2.93 9.45
O -2.69 -7.69 -6.81
O -4.25 -8.50 -1.63
O -8.65 -1.36 4.42
O 5.11 10.44 -8.95
O 1.05 7.15 -3.69
O 6.31 2.40 0.06
O 7.10 -1.60 3.02
O -3.63 -0.64 0.34
O -2.54 -2.37 -11.23
N 7.99 0.20 0.68
N -1.97 -6.05 -4.40
N -3.05 -1.02 -8.55
N 5.62 2.09 12.64
N -6.92 -1.03 6.83
N -0.96 5.22 2.93
N -1.52 -0.09 -1.74
N -3.80 -7.54 1.13
N 2.61 9.05 -6.51
C -4.71 0.20 -7.20
C 8.06 -0.50 3.04
C 0.00 -6.32 3.13
C 0.46 -1.30 -0.81
C -3.31 0.19 -7.81
C -2.63 -5.58 -5.61
C -4.37 4.30 0.74
C -7.93 -2.48 5.01
C -3.77 -0.86 -1.03
C 0.77 -1.02 1.58
C -6.04 -0.76 7.90
C 1.79 7.89 1.09
C -6.92 0.82 -7.62
C 0.91 5.73 -3.92
C 8.72 -0.54 1.70
C 9.39 2.51 14.77
C 5.40 2.60 11.27
C -2.45 -1.20 -1.89
C 0.35 5.53 2.45
C 1.10 7.96 -4.91
C -5.23 -7.74 -0.89
C 2.49 8.00 -5.49
C -6.70 -2.16 5.93
C -3.22 -1.79 1.15
C 0.75 6.92 2.99
C -0.58 -6.46 -4.45
C 7.36 1.50 14.31
C -0.13 -0.53 -2.03
C 6.55 0.04 0.52
C -2.84 -6.91 1.96
C 6.27 -1.69 4.13
C 0.37 -5.35 -4.92
C 2.62 -4.61 -5.23
C -2.62 -8.38 -8.09
C -4.85 -9.38 -2.54
C -2.63 -1.29 6.34
C -1.76 -1.04 -9.27
C 4.17 1.87 8.48
C 5.60 3.39 -0.60
C -4.58 -6.76 0.17
C -2.34 -6.37 -6.90
C -1.60 -2.35 -10.16
C -1.52 4.05 2.24
C -1.48 -6.39 1.29
C -4.64 -0.39 7.30
C 3.98 10.37 -8.09
C -3.00 3.89 2.68
C 3.92 9.20 -7.13
C 6.06 1.12 -0.46
C 7.03 2.01 12.92
C -7.89 -0.85 3.31
C 5.24 11.72 -9.63
C 3.95 2.47 10.83
C -2.61 -3.56 -11.99
H 6.06 1.98 10.66
H -0.92 -7.20 0.82
H -3.91 -2.63 1.19
H -1.73 -0.16 -9.92
H -4.97 -0.77 -6.78
H -7.34 -0.13 -7.31
H -4.06 -9.81 -3.16
H 0.15 5.58 -4.68
H -3.32 2.85 2.57
H -2.88 -5.88 -7.71
H -5.91 -7.24 -1.58
H 5.99 11.70 -10.43
H -3.53 -8.15 -8.64
H 6.86 0.55 14.48
H 3.11 10.56 -8.72
H 0.22 -4.60 -4.15
H -1.79 -3.23 -9.54
H 6.54 1.01 -1.43
H -3.48 4.15 0.13
H 2.31 -3.96 -6.05
H -5.84 -1.90 5.32
H 0.76 8.94 -4.56
H 1.60 -1.70 1.42
H -2.69 -9.43 -7.80
H -1.58 6.01 2.79
H -5.94 -1.65 8.52
H -6.40 0.01 8.59
H -4.73 0.22 6.40
H 8.82 -0.70 3.80
H 7.39 1.28 12.20
H -4.72 0.85 -6.32
H 2.26 9.96 -6.22
H 5.78 3.62 11.14
H 0.22 5.65 1.37
H -8.52 -0.13 2.78
H 1.10 -0.19 2.20
H -3.48 -8.43 0.78
H -2.60 0.02 -7.00
H 6.81 -1.58 5.06
H 0.89 6.74 4.06
H -4.31 -0.06 -1.53
H -3.79 -1.33 -9.17
H 3.44 3.27 11.38
H 2.78 -4.02 -4.33
H -1.86 -0.80 6.94
H 5.58 3.34 -1.69
H -3.06 -3.32 -12.96
H 0.41 0.40 -2.20
H -7.85 -0.79 7.15
H 0.06 -1.59 2.18
H -0.32 -6.79 -3.44
H -2.73 -1.46 -2.91
H 5.47 12.56 -8.98
H 3.98 2.31 7.50
H 6.43 -0.95 0.06
H -0.05 7.66 3.01
H -6.98 -0.34 3.62
H -0.09 -4.92 -5.81
H 5.85 -2.69 4.21
H 1.07 4.73 2.58
H 6.83 2.14 15.03
H 9.17 3.44 14.24
H 4.59 3.42 -0.20
H -3.32 -6.21 2.64
H 5.19 1.49 8.52
H 2.66 8.46 0.77
H -0.11 -0.99 -3.02
H -6.95 1.41 -6.71
H -2.07 -2.14 -1.50
H 0.67 5.24 -2.98
H -0.59 -2.46 -10.55
H -1.33 -6.14 -7.25
H 1.53 -1.46 -0.91
H -3.00 4.13 3.74
H -7.62 1.26 -8.33
H 7.60 2.91 12.67
H 1.60 7.06 0.40
H -2.28 -2.26 5.99
H -1.70 -5.81 0.40
H -1.72 -8.30 -8.70
H -8.70 -3.05 5.53
H 7.54 0.42 3.28
H -3.69 -5.64 -5.35
H -7.58 -3.16 4.23
H 3.43 1.53 10.99
H -0.74 -6.74 3.81
H -7.65 -1.58 2.54
H 3.42 1.08 8.59
H -3.10 -1.29 2.11
H -4.91 3.35 0.80
H 0.41 7.67 -5.70
H 6.05 4.33 -0.30
H -1.58 0.12 -0.75
H -2.50 -7.68 2.67
H 3.28 8.17 -4.77
H 9.75 -0.21 1.82
H 0.91 8.52 1.03
H -0.08 -2.25 -0.80
H -0.90 -0.89 -8.62
H 10.45 2.26 14.67
H -5.45 -6.33 0.66
H 3.93 11.25 -7.44
H 9.22 2.76 15.82
H 5.98 0.07 1.45
H -2.53 -6.81 -4.02
H 5.52 -0.90 4.03
H 3.59 -5.04 -5.48
H 0.71 -7.04 2.73
H 5.19 2.75 13.27
H -0.54 -7.34 -5.10
H -4.02 -6.01 -0.39
H 8.17 1.19 0.58
H -2.41 -4.52 -5.77
H 0.65 -5.67 3.70
H 4.97 1.00 -0.48
H -5.50 -10.11 -2.05
H -4.49 -1.68 -1.15
H -1.54 4.15 1.16
H -0.90 3.21 2.58
H 8.71 -1.54 1.26
H -3.18 -4.33 -11.46
H 4.31 12.02 -10.11
H -2.25 -2.24 0.90
H -5.53 -8.97 -3.28
H -4.03 0.20 7.99
H 1.86 5.30 -4.24
H -3.00 1.15 -8.22
H 4.79 9.37 -6.50
H -1.65 -3.95 -12.31
H 4.07 8.33 -7.77
H -6.39 -3.05 6.48
H -2.88 -0.71 5.46
H 2.70 7.04 -5.97
H -4.95 5.06 0.22
H -5.91 -8.35 -0.30

Calculated values
Spin multiplicity = 1
Structure (SMILES) = COCCNCCOC.COCCNCCOC.COCCNCCOC.COCCNCCOC.COCCNCCOC.COCCNCCOC.COCCNCCOC.COCCNCCOC.COCCNCCOC
M = 1198.72 g/mol

=====

The records above yield Kohn-Sham gap values of 9.65 9.17 8.41 eV, respectively.
The records above yield total energy values of -682.89413 -2653.67976 -3984.92876 hartree, respectively.